(1)
Density functional theory data (ωB97M-V/def2-TZVPD) for C5H3F6NO2 as an isolated structure in a non-equilibrium geometry.

Last column: Löwdin charge in e.
Atoms and positions in Å:
C1 -0.563 0.221 1.739  -0.438
C2 0.559 -0.123 0.195  -0.151
C3 -1.996 -0.005 -0.348  0.017
C4 1.331 1.390 -0.528  -0.363
C5 0.976 -1.499 -0.430  -0.589
N1 -0.799 0.084 0.362  0.000
O1 -1.233 0.500 2.664  0.198
O2 0.837 -0.031 1.631  0.128
F1 0.599 1.783 -1.602  0.122
F2 1.255 2.310 0.489  0.130
F3 2.611 1.237 -1.019  0.113
F4 2.300 -1.765 -0.502  0.160
F5 0.460 -2.439 0.350  0.181
F6 0.483 -1.641 -1.609  0.220
H1 -2.090 -0.876 -0.871  0.074
H2 -2.665 0.032 0.471  0.107
H3 -2.064 0.822 -0.990  0.091

The value obtained for the energy above the lowest of the compared OMol25 structures with the same formula, charge and spin is 0.660 eV. The orbital gap comes out at 11.361 eV.

***

(2)
Density functional theory data (ωB97M-V/def2-TZVPD) for an isolated ion of composition C24H33N2O2 and charge +1.

Last column: Löwdin charge in e.
Atoms and positions in Å:
C1 2.725 4.149 -2.531  -0.059
C2 2.370 2.900 -3.321  -0.254
O1 1.881 1.922 -2.420  -0.148
C3 1.518 0.703 -3.041  -0.300
C4 0.897 -0.223 -1.971  -0.100
N1 -0.221 0.303 -1.216  -0.160
C5 0.150 1.233 -0.159  -0.132
C6 -1.130 1.743 0.516  -0.071
N2 -2.191 0.745 0.292  -0.134
C7 -3.347 0.837 1.205  -0.085
C8 -3.032 0.423 2.653  -0.262
C9 -4.366 0.186 3.375  -0.025
C10 -2.169 -0.837 2.721  -0.280
O2 -1.764 -1.368 1.693  0.090
C11 -1.856 -1.391 4.037  -0.158
C12 -1.543 -2.754 4.105  0.002
C13 -1.239 -3.345 5.314  -0.051
C14 -1.220 -2.581 6.471  -0.050
C15 -1.500 -1.223 6.413  -0.057
C16 -1.820 -0.627 5.209  -0.031
C17 -2.585 0.763 -1.132  -0.075
C18 -1.316 0.833 -2.002  -0.142
C19 2.691 -0.018 -3.666  -0.205
C20 2.565 -0.651 -4.894  -0.032
C21 3.640 -1.328 -5.443  -0.073
C22 4.850 -1.371 -4.771  -0.079
C23 4.982 -0.738 -3.547  -0.067
C24 3.906 -0.068 -2.994  -0.035
H1 1.845 4.545 -2.030  0.072
H2 3.476 3.912 -1.783  0.079
H3 3.119 4.906 -3.202  0.080
H4 3.254 2.517 -3.847  0.124
H5 1.597 3.123 -4.073  0.128
H6 0.768 0.913 -3.826  0.146
H7 1.674 -0.494 -1.256  0.136
H8 0.562 -1.133 -2.476  0.140
H9 0.741 2.077 -0.535  0.121
H10 0.762 0.678 0.557  0.135
H11 -0.965 1.878 1.585  0.134
H12 -1.460 2.696 0.094  0.144
H13 -1.779 -0.210 0.509  0.136
H14 -3.744 1.856 1.186  0.151
H15 -4.117 0.163 0.818  0.146
H16 -2.497 1.227 3.167  0.142
H17 -4.211 -0.026 4.428  0.080
H18 -4.997 1.067 3.290  0.094
H19 -4.891 -0.658 2.934  0.102
H20 -1.564 -3.334 3.195  0.122
H21 -1.013 -4.399 5.356  0.113
H22 -0.980 -3.040 7.418  0.114
H23 -1.465 -0.627 7.311  0.112
H24 -2.002 0.437 5.183  0.114
H25 -3.144 -0.151 -1.340  0.142
H26 -3.234 1.623 -1.315  0.140
H27 -1.131 1.867 -2.330  0.134
H28 -1.449 0.216 -2.891  0.135
H29 1.624 -0.610 -5.425  0.114
H30 3.534 -1.817 -6.399  0.106
H31 5.689 -1.895 -5.202  0.106
H32 5.925 -0.766 -3.021  0.107
H33 4.003 0.435 -2.043  0.122

The value obtained for the energy above the lowest of the compared OMol25 structures with the same formula, charge and spin is 1.314 eV. The orbital gap comes out at 8.205 eV. Its SMILES is CCO[C@H](CN1CC[NH+](C[C@@H](C)C(=O)c2ccccc2)CC1)c1ccccc1. Its net charge is +1.